Entry 1:
Below is 8 unconnected molecules or ions with the total composition C27H31Br2Cl21NO5P, with properties calculated with wB97M-V/def2-TZVPD.

Summary:
Orbital gap (hartree): 0.32269
SMILES: C=CC(=O)OCCCCCCc1cc(P(O)Br)cc2c1C(=O)N([C@H](Br)CC)C2=O.ClC(Cl)Cl.ClC(Cl)Cl.ClC(Cl)Cl.ClC(Cl)Cl.ClC(Cl)Cl.ClC(Cl)Cl.ClC(Cl)Cl
Calculated total energy (eV): -452574.3261
HOMO level (Eh): -0.3612
Total charge: 0

```
88
Properties=species:S:1:pos:R:3:forces:R:3:mulliken_charge:R:1
C 3.587771 -2.003740 0.025578 -0.087 -0.052 -0.015 -0.26
C 4.408813 -0.996441 0.293322 -0.201 -0.249 -0.171 -0.15
C 4.262651 -0.229418 1.560664 0.179 -0.183 0.029 0.68
O 3.551357 -0.568984 2.467187 0.213 0.072 -0.094 -0.56
O 5.048328 0.876885 1.672509 -0.458 0.176 0.168 -0.40
C 5.007354 1.832784 0.599063 0.254 0.031 -0.180 -0.88
C 3.630324 2.073260 0.012292 -0.169 0.320 -0.090 -0.49
C 2.598028 2.579749 1.035232 0.265 -0.159 -0.487 -0.58
C 1.434534 3.347617 0.381352 -0.328 -0.260 0.315 -0.63
C 0.085564 2.593737 0.423486 0.248 0.014 -0.354 -0.78
C -1.131944 3.532375 0.503370 0.241 -0.081 0.124 -0.53
C -2.286364 3.243138 -0.420765 0.001 0.095 0.243 0.14
C -2.106625 2.650320 -1.666304 -0.162 0.040 -0.257 0.09
C -3.156116 2.432739 -2.564328 0.403 0.153 0.002 0.02
P -3.053945 1.408768 -4.097042 -0.038 0.026 -0.109 0.18
O -3.944326 0.149767 -3.565582 -0.110 0.194 -0.093 -0.42
Br -0.958468 0.604482 -3.922820 0.026 0.012 0.017 -0.23
C -4.414376 2.974047 -2.304043 -0.046 -0.003 -0.278 -0.99
C -4.611741 3.506971 -1.056584 -0.023 0.073 0.238 0.84
C -3.598750 3.587589 -0.108084 -0.088 0.037 0.032 0.48
C -4.228048 4.032592 1.172791 -0.400 -0.044 0.048 -0.42
O -3.737361 4.413805 2.194205 0.328 -0.118 0.044 -0.53
N -5.679601 3.907567 1.008752 0.316 0.296 -0.564 0.10
C -6.082645 2.603147 1.571994 -0.213 -0.072 0.579 -0.14
Br -7.613708 1.845773 0.627455 0.059 0.105 -0.058 -0.12
C -6.375099 2.736688 3.056884 0.126 -0.400 0.025 -0.23
C -6.582861 1.389192 3.747197 -0.035 0.065 -0.225 -1.23
C -5.850002 4.044073 -0.437004 -0.003 0.070 0.228 -0.50
O -6.745309 4.638648 -0.955646 0.025 -0.332 -0.019 -0.45
H 3.635143 -2.551271 -0.907906 0.158 0.055 0.111 -0.13
H 2.831777 -2.309805 0.740927 -0.004 0.136 -0.012 0.28
H 5.186017 -0.737944 -0.415420 0.006 0.210 0.102 0.34
H 5.356502 2.765547 1.045751 0.044 -0.108 0.086 0.45
H 5.731382 1.566944 -0.178793 -0.087 -0.142 0.014 0.29
H 3.256793 1.194476 -0.520121 0.012 -0.013 0.054 0.15
H 3.763047 2.846861 -0.753497 0.076 -0.044 0.026 0.58
H 2.210417 1.719463 1.583177 0.059 0.138 0.234 0.27
H 3.125594 3.227507 1.738702 -0.095 -0.060 0.100 0.41
H 1.660989 3.548688 -0.669386 0.064 0.219 0.076 0.32
H 1.314280 4.309801 0.885211 0.019 0.003 -0.051 0.34
H 0.083031 1.892702 1.259539 -0.106 0.103 0.070 0.47
H 0.038472 1.976653 -0.475391 -0.043 -0.120 0.119 0.25
H -1.473705 3.565002 1.538243 -0.156 0.137 -0.084 0.42
H -0.804985 4.552950 0.271646 -0.046 -0.009 0.012 0.41
H -1.111609 2.369388 -1.970046 0.013 -0.206 0.034 0.34
H -4.050791 0.126749 -2.606979 0.084 -0.171 0.064 0.36
H -5.209230 2.973034 -3.039687 -0.083 -0.185 0.037 0.47
H -5.299812 1.848919 1.426967 -0.004 0.077 -0.136 0.39
H -7.235050 3.391626 3.195286 0.088 0.108 -0.002 0.34
H -5.483441 3.199893 3.487742 -0.159 0.241 0.011 0.22
H -5.721507 0.739656 3.571285 -0.008 -0.006 0.106 0.33
H -7.464533 0.872739 3.367364 -0.018 0.036 0.042 0.34
H -6.702056 1.529853 4.821075 0.037 -0.033 -0.028 0.38
Cl -9.383002 7.034900 -2.275676 -0.008 0.008 -0.016 -0.15
C -9.225040 6.392300 -0.640044 0.091 0.011 0.029 0.40
Cl -9.988085 7.468847 0.534212 -0.016 0.005 0.005 -0.15
Cl -9.886751 4.767566 -0.532997 -0.140 -0.013 0.013 -0.13
H -8.170379 6.328621 -0.407123 -0.045 -0.021 -0.017 0.02
Cl 3.590580 -3.138821 -4.129804 -0.010 -0.025 0.003 -0.14
C 3.736412 -4.826996 -3.630237 0.086 0.067 0.062 0.39
Cl 5.339972 -5.459690 -4.008539 0.000 -0.034 -0.039 -0.10
Cl 3.384052 -5.014504 -1.917094 -0.045 -0.039 -0.038 -0.08
H 3.012938 -5.410716 -4.182172 0.003 0.064 0.024 -0.06
Cl 3.444690 -7.387867 0.730244 -0.078 -0.037 -0.002 -0.10
C 3.293248 -8.870754 -0.211690 0.084 0.079 -0.056 -0.03
Cl 2.648337 -8.527768 -1.821800 -0.084 -0.060 -0.004 -0.06
Cl 4.839261 -9.705453 -0.328226 0.013 -0.006 0.022 -0.13
H 2.593772 -9.520231 0.296873 -0.011 -0.006 -0.006 0.32
Cl 6.974351 -2.563009 -2.170032 -0.030 -0.007 0.004 -0.08
C 7.846903 -3.881410 -1.381995 -0.010 0.008 0.030 -0.05
Cl 9.223617 -3.264097 -0.469703 0.001 -0.001 -0.009 -0.14
Cl 6.776171 -4.824126 -0.348888 -0.018 0.002 0.002 -0.04
H 8.223698 -4.534720 -2.157508 -0.005 -0.005 -0.011 0.31
Cl 6.361138 -7.459641 2.700857 0.091 -0.024 0.019 -0.03
C 6.505515 -8.714366 3.930230 -0.028 0.039 0.019 -0.03
Cl 5.254759 -8.531858 5.160586 0.005 -0.003 0.003 -0.13
Cl 6.445914 -10.323178 3.210415 -0.001 -0.007 -0.026 -0.12
H 7.467410 -8.601808 4.411599 0.004 0.001 0.011 0.31
Cl 0.710532 -9.546889 -4.835456 0.006 0.003 0.004 -0.11
C 2.318516 -9.179028 -5.452044 -0.009 -0.025 0.019 0.09
Cl 2.622074 -10.007424 -6.974549 0.004 0.005 0.007 -0.13
Cl 2.530783 -7.431844 -5.639784 -0.021 -0.079 -0.098 -0.14
H 3.045133 -9.522783 -4.727114 0.006 0.008 0.010 0.25
Cl -2.358651 8.785281 2.883948 -0.002 -0.009 -0.006 -0.13
C -2.213190 7.224961 3.693671 -0.076 -0.054 -0.026 0.48
Cl -0.732072 6.399894 3.206002 0.058 -0.017 -0.015 -0.11
Cl -2.279343 7.414120 5.444609 0.002 -0.001 -0.002 -0.13
H -3.047424 6.605929 3.388406 0.006 -0.017 -0.001 -0.11
```
Forces are in eV/Å.


Entry 2:
Below is a molecular structure, C27H31Br2CoN3OSSi in a non-equilibrium geometry, with properties calculated with wB97M-V/def2-TZVPD.

Summary:
<S²>: 3.761
Orbital gap (alpha / beta) (hartree): 0.25526 / 0.25607
Relative energy (zero: lowest compared OMol25 entry of this formula, charge and spin) (eV): 0.3891
Multiplicity: 4
Calculated total energy (eV): -231446.9131
HOMO level (alpha / beta) (Eh): -0.2638 / -0.2661
Total charge: 0

```
67
Properties=species:S:1:pos:R:3:forces:R:3:mulliken_charge:R:1
Co -0.530061 0.269028 -0.009384 -0.180 0.977 -0.166 -0.69
C 0.878834 0.589813 3.731083 0.002 -0.048 -0.070 -1.24
C 1.722586 0.851675 2.510224 -0.086 0.024 0.009 0.63
C 3.098097 0.970787 2.618833 -0.025 0.011 0.037 -0.79
C 3.833905 1.246449 1.465345 -0.024 0.016 -0.036 -0.57
C 3.203309 1.380049 0.250705 -0.054 0.050 0.112 -0.62
C 1.796633 1.216632 0.192283 -0.038 0.065 -0.166 0.90
N 1.088168 0.981329 1.338231 0.364 -0.124 -0.150 -0.06
N 1.026579 1.191625 -0.920788 0.590 -0.384 0.341 0.42
Si 1.436845 1.974621 -2.399103 -0.072 -0.063 -0.136 -0.27
C 1.752910 3.789337 -2.077148 0.078 0.197 0.016 -1.04
C 2.940965 1.269957 -3.282791 0.134 -0.111 -0.028 -1.20
C 0.024903 1.795296 -3.598391 -0.231 0.008 -0.096 -0.77
H 1.285386 -0.246653 4.305160 -0.025 0.045 -0.010 0.31
H -0.150551 0.369965 3.449087 0.072 0.023 0.004 -0.10
H 0.874237 1.466298 4.382805 -0.008 -0.011 -0.011 0.42
H 3.578302 0.853820 3.582637 -0.018 0.023 -0.054 0.44
H 4.912990 1.343780 1.524697 -0.037 0.003 -0.003 0.41
H 3.762956 1.563764 -0.657449 -0.045 -0.006 0.094 0.16
H 2.734634 3.956916 -1.620570 -0.106 0.010 -0.024 0.32
H 0.992281 4.190357 -1.399302 0.050 -0.017 -0.083 0.28
H 1.714493 4.361043 -3.011990 0.032 -0.042 0.111 0.40
H 3.890532 1.488262 -2.785234 -0.072 -0.030 -0.062 0.39
H 2.992512 1.701307 -4.289231 0.021 -0.051 0.078 0.36
H 2.857725 0.182071 -3.390710 0.017 0.106 -0.003 0.32
H -0.837924 2.403652 -3.302847 0.091 -0.119 -0.039 0.12
H -0.304600 0.752099 -3.670677 0.023 0.119 -0.007 0.16
H 0.347192 2.119141 -4.595780 -0.059 -0.035 0.114 0.47
S -3.795883 1.829870 -2.646827 0.004 -0.147 -0.046 -0.27
C -3.376489 3.133681 -1.624735 0.008 0.102 0.061 -0.27
C -2.435537 2.776816 -0.700894 0.149 0.014 -0.110 -1.15
C -2.015982 1.407110 -0.781785 -0.164 0.287 0.150 0.94
C -2.678465 0.795115 -1.804964 -0.185 -0.205 -0.135 0.68
C -2.475546 -0.612032 -2.127733 0.064 -0.023 0.132 0.79
C -3.240415 -1.314270 -3.063594 -0.012 0.041 -0.030 -1.10
C -3.037814 -2.666544 -3.234640 -0.049 0.031 -0.046 -0.43
C -2.082749 -3.313709 -2.461265 -0.028 -0.063 -0.046 -0.98
C -1.348490 -2.552291 -1.577165 0.163 0.171 0.059 -0.24
N -1.505683 -1.235090 -1.420210 -0.189 0.088 0.057 0.48
H -3.851160 4.097323 -1.763048 0.082 -0.096 0.013 0.45
H -2.038332 3.483036 0.021116 -0.036 -0.037 -0.040 0.46
H -3.995267 -0.787094 -3.632852 0.007 -0.027 0.007 0.40
H -3.625141 -3.218249 -3.957456 -0.013 0.000 0.010 0.42
H -1.907744 -4.377240 -2.546881 0.015 0.028 0.007 0.44
H -0.584806 -3.022609 -0.965125 0.037 0.057 -0.004 0.31
Br -2.599348 1.917478 2.789321 -0.109 -0.065 -0.011 -0.08
C -4.241130 1.646290 1.814059 0.066 -0.018 0.065 -0.10
Br -4.665732 -0.199764 1.474305 0.013 -0.033 0.013 -0.14
H -4.130889 2.135348 0.856828 0.014 0.000 -0.053 -0.07
H -5.042789 2.059017 2.405588 -0.081 0.041 0.060 0.46
C -1.834070 -2.828186 2.721325 0.009 -0.133 0.136 -1.87
C -0.828967 -1.995172 1.982039 0.448 -0.738 0.623 0.22
O -1.181935 -0.946053 1.498316 -0.486 0.159 -0.602 -0.07
C 0.596520 -2.436032 1.935514 -0.088 -0.092 0.014 1.07
C 1.440263 -2.069675 0.889771 -0.021 0.005 -0.027 0.37
C 2.782217 -2.407896 0.916398 -0.010 -0.048 0.004 -0.93
C 3.295976 -3.114740 1.996159 -0.027 0.007 -0.012 -0.63
C 2.461356 -3.494283 3.037838 -0.002 -0.003 0.039 -0.74
C 1.114910 -3.164526 3.002655 0.021 -0.041 0.137 -0.52
H -2.828869 -2.586433 2.356761 0.005 0.033 -0.007 0.26
H -1.798203 -2.578057 3.786582 0.018 -0.015 -0.049 0.40
H -1.627987 -3.892953 2.613021 -0.022 0.037 0.028 0.45
H 1.053311 -1.527325 0.036437 0.011 0.017 -0.069 0.11
H 3.425342 -2.117311 0.096647 -0.008 0.029 0.002 0.48
H 4.347763 -3.371581 2.024763 -0.031 0.009 -0.006 0.42
H 2.859907 -4.045580 3.880301 -0.015 0.026 -0.016 0.41
H 0.474032 -3.438797 3.833717 0.046 -0.036 -0.080 0.41
```
Forces are in eV/Å.